[1]
ORCA calculation (the ωB97M-V functional and the def2-TZVPD basis) on one molecule with the formula C20H21ClN2O2S.

## Properties
SMILES   Cc1ccc2c(Cl)c(C(=O)NC[C@H](c3ccco3)N3CCCC3)sc2c1
DFT total energy   -51514.0125 eV
Energy above the lowest of the compared OMol25 structures with the same formula, charge and spin   34.79 kcal/mol
Highest occupied orbital energy   -0.308 Eh

Structure (ORCA input):
```
! RIJCOSX wB97M-V def2-TZVPD def2/J DEFGRID3
* xyz 0 1
C -7.397 -2.017 -0.315
C -6.279 -1.028 -0.190
C -5.000 -1.439 0.136
C -3.996 -0.488 0.241
C -4.248 0.876 0.024
C -5.544 1.280 -0.304
C -6.535 0.334 -0.406
H -7.540 0.638 -0.659
H -5.743 2.327 -0.470
C -3.067 1.664 0.183
C -1.958 0.939 0.516
C -0.591 1.455 0.722
O -0.282 2.601 0.456
N 0.277 0.562 1.260
H -0.001 -0.402 1.355
C 1.684 0.856 1.354
H 2.099 0.398 2.254
H 1.780 1.941 1.413
C 2.448 0.323 0.122
N 3.858 0.633 0.250
C 4.164 2.063 0.206
C 5.463 2.203 -0.600
H 6.163 2.894 -0.135
H 5.245 2.562 -1.607
C 5.998 0.775 -0.662
H 6.644 0.598 -1.520
H 6.543 0.537 0.251
C 4.714 -0.039 -0.716
H 4.287 -0.018 -1.733
H 4.861 -1.081 -0.424
H 3.352 2.637 -0.258
H 4.293 2.422 1.232
C 2.231 -1.154 0.024
C 1.644 -1.910 -0.948
C 1.684 -3.250 -0.488
C 2.289 -3.205 0.728
O 2.618 -1.942 1.049
H 2.534 -3.970 1.437
H 1.314 -4.116 -0.995
H 1.235 -1.560 -1.873
H 2.005 0.782 -0.787
S -2.326 -0.770 0.638
Cl -3.081 3.357 -0.018
H -4.778 -2.481 0.308
H -8.189 -1.782 0.394
H -7.826 -1.976 -1.316
H -7.048 -3.028 -0.126
*
```

Here is what Löwdin gives for the atomic charges, in e:
1 C -0.050
2 C -0.273
3 C -0.049
4 C -0.454
5 C -0.271
6 C -0.023
7 C -0.039
8 H 0.114
9 H 0.101
10 C -0.631
11 C -0.412
12 C -0.515
13 O 0.039
14 N 0.060
15 H 0.089
16 C -0.111
17 H 0.136
18 H 0.119
19 C -0.243
20 N -0.123
21 C -0.173
22 C -0.165
23 H 0.105
24 H 0.108
25 C -0.171
26 H 0.107
27 H 0.113
28 C -0.187
29 H 0.130
30 H 0.122
31 H 0.120
32 H 0.117
33 C -0.277
34 C -0.018
35 C -0.058
36 C -0.115
37 O 0.054
38 H 0.119
39 H 0.099
40 H 0.113
41 H 0.166
42 S 1.092
43 Cl 0.780
44 H 0.114
45 H 0.084
46 H 0.084
47 H 0.075

=====

[2]
ORCA calculation (the ωB97M-V functional and the def2-TZVPD basis) on one molecule with the formula C20H21F3N2O7S.

## Properties
SMILES   CCN(CC)S(=O)(=O)c1ccc(O)c(C(=O)OCC(=O)Nc2ccc(OC(F)(F)F)cc2)c1
DFT total energy   -57382.5058 eV
Energy above the lowest of the compared OMol25 structures with the same formula, charge and spin   0.00 kcal/mol
Highest occupied orbital energy   -0.331 Eh

Structure (ORCA input):
```
! RIJCOSX wB97M-V def2-TZVPD def2/J DEFGRID3
* xyz 0 1
C -3.026 -2.623 2.785
H -2.397 -2.930 3.617
H -3.830 -1.999 3.164
H -3.455 -3.512 2.331
C -2.191 -1.837 1.779
N -3.006 -1.231 0.752
S -2.511 0.234 0.161
O -1.978 0.983 1.263
O -3.591 0.780 -0.600
C -1.141 -0.104 -0.949
C 0.092 -0.372 -0.410
C 1.184 -0.616 -1.246
C 1.011 -0.574 -2.647
C -0.262 -0.299 -3.166
C -1.325 -0.064 -2.326
H -2.306 0.173 -2.705
H -0.373 -0.265 -4.238
O 2.010 -0.776 -3.501
H 2.842 -0.931 -2.997
C 2.519 -0.865 -0.692
O 3.523 -1.008 -1.370
O 2.543 -0.902 0.643
C 3.822 -1.034 1.243
H 3.649 -1.037 2.321
H 4.284 -1.984 0.951
C 4.829 0.058 0.867
O 6.015 -0.171 0.882
N 4.348 1.273 0.497
C 3.046 1.800 0.548
C 2.271 1.710 1.703
C 1.007 2.263 1.735
C 0.511 2.922 0.618
C 1.272 3.027 -0.534
C 2.538 2.465 -0.562
H 3.137 2.546 -1.456
H 0.907 3.540 -1.409
O -0.753 3.496 0.773
C -1.486 3.773 -0.283
F -1.060 4.873 -0.955
F -1.519 2.806 -1.215
F -2.727 4.032 0.086
H 0.382 2.201 2.609
H 2.664 1.218 2.578
H 5.049 1.863 0.064
H 0.223 -0.369 0.659
C -3.758 -2.067 -0.154
C -2.920 -3.063 -0.956
H -3.560 -3.576 -1.670
H -2.129 -2.554 -1.502
H -2.472 -3.809 -0.305
H -4.519 -2.604 0.420
H -4.266 -1.374 -0.826
H -1.417 -2.486 1.344
H -1.704 -1.002 2.284
*
```

Here is what Löwdin gives for the atomic charges, in e:
1 C -0.068
2 H 0.076
3 H 0.084
4 H 0.067
5 C -0.269
6 N -0.254
7 S 0.670
8 O -0.268
9 O -0.270
10 C -0.270
11 C 0.012
12 C -0.040
13 C -0.240
14 C 0.028
15 C -0.046
16 H 0.124
17 H 0.125
18 O 0.102
19 H 0.097
20 C -0.413
21 O 0.124
22 O 0.000
23 C -0.050
24 H 0.141
25 H 0.147
26 C -0.463
27 O 0.088
28 N 0.146
29 C -0.250
30 C 0.001
31 C 0.018
32 C -0.207
33 C 0.013
34 C 0.003
35 H 0.126
36 H 0.123
37 O 0.133
38 C -0.732
39 F 0.145
40 F 0.155
41 F 0.201
42 H 0.131
43 H 0.123
44 H 0.166
45 H 0.121
46 C -0.244
47 C -0.061
48 H 0.078
49 H 0.060
50 H 0.070
51 H 0.118
52 H 0.107
53 H 0.116
54 H 0.105

=====

[3]
ORCA calculation (the ωB97M-V functional and the def2-TZVPD basis) on C20H21F7LaN2O4S2 as an isolated structure.

## Properties
DFT total energy   -73797.9667 eV
Highest occupied orbital energy   -0.402 Eh

Structure (ORCA input):
```
! RIJCOSX wB97M-V def2-TZVPD def2/J DEFGRID3
* xyz 1 1
La 0.777 0.655 -1.043
F 4.829 2.944 -1.203
C 3.651 3.007 -1.763
F 3.540 4.081 -2.494
F 2.689 3.024 -0.779
S 3.207 1.429 -2.654
O 3.073 0.549 -1.491
O 4.074 1.050 -3.701
N 1.754 1.940 -3.082
S 0.777 0.959 -3.863
O 0.929 -0.372 -3.283
O -0.546 1.489 -3.743
C 1.338 0.915 -5.657
F 2.010 -0.199 -5.849
F 0.281 0.961 -6.435
F 2.105 1.972 -5.854
C 1.415 1.734 1.784
C 0.392 1.361 2.865
C 0.919 0.211 3.733
C -1.014 1.106 2.344
C -2.063 1.724 3.017
C -3.377 1.546 2.622
C -3.655 0.777 1.505
C -2.642 0.151 0.787
C -3.028 -0.576 -0.492
C -2.195 -0.116 -1.694
C -3.029 -2.105 -0.391
C -1.314 0.287 1.237
N -0.258 -0.395 0.561
C 0.066 -1.683 0.947
C -0.542 -2.418 1.976
C -0.072 -3.674 2.318
C 1.010 -4.247 1.664
C 1.614 -3.562 0.619
C 1.108 -2.335 0.285
F 1.671 -1.624 -0.800
H 2.236 2.296 2.228
H 0.936 2.394 1.041
H 1.859 0.831 1.341
H 0.307 2.233 3.517
H 1.117 -0.677 3.135
H 0.194 -0.047 4.504
H 1.845 0.510 4.229
H -1.848 2.359 3.868
H -4.178 2.032 3.161
H -4.682 0.670 1.176
H -4.057 -0.273 -0.695
H -1.257 -0.688 -1.742
H -2.039 0.971 -1.651
H -2.720 -0.319 -2.627
H -2.019 -2.502 -0.311
H -3.493 -2.527 -1.284
H -3.602 -2.439 0.474
H -1.374 -1.973 2.505
H -0.553 -4.223 3.118
H 1.384 -5.219 1.953
H 2.450 -3.971 0.068
*
```

Here is what Löwdin gives for the atomic charges, in e:
1 La 2.172
2 F 0.210
3 C -0.653
4 F 0.210
5 F 0.053
6 S 0.638
7 O -0.437
8 O -0.179
9 N -0.405
10 S 0.589
11 O -0.394
12 O -0.253
13 C -0.672
14 F 0.191
15 F 0.197
16 F 0.178
17 C -0.103
18 C -0.344
19 C -0.032
20 C -0.139
21 C -0.023
22 C -0.049
23 C -0.019
24 C -0.138
25 C -0.341
26 C -0.100
27 C -0.034
28 C -0.215
29 N -0.243
30 C -0.277
31 C -0.027
32 C -0.062
33 C -0.070
34 C -0.002
35 C -0.173
36 F -0.077
37 H 0.103
38 H 0.057
39 H 0.050
40 H 0.133
41 H 0.068
42 H 0.094
43 H 0.090
44 H 0.121
45 H 0.114
46 H 0.121
47 H 0.134
48 H 0.030
49 H 0.073
50 H 0.105
51 H 0.067
52 H 0.090
53 H 0.092
54 H 0.127
55 H 0.115
56 H 0.111
57 H 0.130

=====

[4]
ORCA calculation (the ωB97M-V functional and the def2-TZVPD basis) on C20H21FeN2O3 as an isolated structure.

## Properties
DFT total energy   -64584.5736 eV
Energy above the lowest of the compared OMol25 structures with the same formula, charge and spin   40.41 kcal/mol
Highest occupied orbital energy (spin up / spin down)   0.001 / -0.160 Eh

Structure (ORCA input):
```
! RIJCOSX wB97M-V def2-TZVPD def2/J DEFGRID3
* xyz -1 5
O 3.985 -3.594 -1.923
C 3.080 -2.969 -2.324
Fe 1.889 -1.744 -2.057
C 2.690 -0.339 -1.077
O 2.939 0.473 -0.272
C 1.590 -2.124 -0.356
O 1.289 -2.079 0.778
C 0.043 -2.579 -2.308
C -1.389 -2.473 -1.778
C -2.095 -1.073 -1.732
C -1.216 0.061 -1.438
C 0.051 0.243 -1.983
C 0.613 -0.394 -3.187
C 0.424 -1.775 -3.446
H 0.317 -3.647 -2.279
H -2.015 -3.129 -2.431
H -1.415 -2.927 -0.768
H -2.653 -0.899 -2.673
H -2.839 -1.115 -0.922
H -1.680 0.829 -0.834
H 0.654 1.086 -1.595
H 1.179 0.221 -3.917
H 0.582 -2.232 -4.432
C 1.277 4.501 0.128
C 1.985 3.855 1.153
C 1.501 2.634 1.668
C 0.241 2.151 1.253
C -0.400 0.909 1.824
N -1.284 0.261 1.115
C -1.974 -0.883 1.713
C -1.921 -0.966 3.222
C -0.518 -0.680 3.710
N -0.049 0.561 3.096
C -0.494 2.864 0.294
C 0.060 3.987 -0.331
H 1.682 5.424 -0.303
H 2.922 4.277 1.531
H 2.123 2.069 2.364
H -3.024 -0.825 1.395
H -1.579 -1.811 1.255
H -2.628 -0.244 3.646
H -2.257 -1.955 3.542
H -0.511 -0.566 4.796
H 0.154 -1.504 3.416
H 0.673 1.086 3.581
H -1.511 2.563 0.034
H -0.490 4.469 -1.146
*
```

Here is what Löwdin gives for the atomic charges, in e:
1 O 0.054
2 C -0.173
3 Fe 0.179
4 C -0.078
5 O 0.124
6 C -0.178
7 O 0.110
8 C -0.272
9 C -0.177
10 C -0.175
11 C -0.070
12 C -0.099
13 C -0.163
14 C -0.218
15 H 0.100
16 H 0.104
17 H 0.091
18 H 0.121
19 H 0.094
20 H 0.062
21 H 0.097
22 H 0.116
23 H 0.108
24 C -0.188
25 C -0.148
26 C -0.114
27 C -0.205
28 C -0.345
29 N 0.022
30 C -0.261
31 C -0.202
32 C -0.205
33 N 0.035
34 C -0.110
35 C -0.144
36 H 0.067
37 H 0.080
38 H 0.081
39 H 0.095
40 H 0.091
41 H 0.108
42 H 0.100
43 H 0.106
44 H 0.106
45 H 0.111
46 H 0.082
47 H 0.082

=====

[5]
ORCA calculation (the ωB97M-V functional and the def2-TZVPD basis) on C20H21N2O7PRhS4 as an isolated structure.

## Properties
DFT total energy   -94039.2287 eV
Energy above the lowest of the compared OMol25 structures with the same formula, charge and spin   4.56 kcal/mol
Highest occupied orbital energy   -0.188 Eh

Structure (ORCA input):
```
! RIJCOSX wB97M-V def2-TZVPD def2/J DEFGRID3
* xyz -1 1
Rh 0.518 -0.158 0.856
O 3.800 -5.209 1.170
C 3.066 -4.067 1.156
C 2.151 -3.770 2.167
C 1.430 -2.599 2.060
N 1.547 -1.858 0.964
C 2.580 -1.985 0.134
C 3.350 -3.128 0.167
C 3.022 -0.625 -0.419
O 4.012 -0.557 -1.114
O 2.357 0.357 0.107
C 0.789 -1.836 3.228
O 0.529 -2.440 4.257
O 0.716 -0.576 2.997
H 3.551 -5.735 1.937
H 2.061 -4.367 3.066
H 4.200 -3.237 -0.491
S -0.809 1.850 1.324
C -1.801 0.575 1.831
N -1.406 -0.610 1.433
C -2.158 -1.646 1.945
C -1.984 -3.002 1.690
C -2.856 -3.901 2.275
C -3.898 -3.463 3.094
C -4.088 -2.113 3.339
C -3.209 -1.209 2.762
S -3.188 0.535 2.884
H -1.179 -3.327 1.044
H -2.729 -4.960 2.095
H -4.565 -4.186 3.545
H -4.898 -1.773 3.971
C 2.866 2.987 -0.880
C 1.670 3.348 -1.734
C 1.023 4.653 -1.310
O 0.658 2.327 -1.579
P 0.532 1.062 -2.547
S 2.080 0.722 -3.647
S -0.166 -0.456 -1.340
O -0.703 1.368 -3.526
C -2.006 1.955 -3.321
C -2.438 2.151 -1.879
C -2.022 3.259 -4.099
H 3.613 3.783 -0.939
H 3.307 2.049 -1.212
H 2.558 2.865 0.160
H 1.959 3.385 -2.787
H 0.711 4.594 -0.266
H 0.145 4.872 -1.918
H 1.734 5.473 -1.417
H -2.689 1.247 -3.798
H -1.756 2.810 -1.344
H -2.481 1.206 -1.342
H -3.433 2.604 -1.880
H -1.365 3.987 -3.620
H -3.033 3.671 -4.129
H -1.674 3.096 -5.118
*
```

Here is what Löwdin gives for the atomic charges, in e:
1 Rh 0.812
2 O 0.070
3 C -0.278
4 C 0.065
5 C -0.158
6 N -0.008
7 C -0.145
8 C 0.084
9 C -0.606
10 O 0.053
11 O -0.199
12 C -0.605
13 O 0.044
14 O -0.104
15 H 0.107
16 H 0.129
17 H 0.136
18 S 0.644
19 C -1.101
20 N -0.170
21 C -0.292
22 C -0.011
23 C -0.083
24 C -0.100
25 C -0.095
26 C -0.455
27 S 1.042
28 H 0.114
29 H 0.099
30 H 0.096
31 H 0.103
32 C -0.057
33 C -0.478
34 C -0.047
35 O -0.364
36 P -0.097
37 S 0.300
38 S 0.402
39 O -0.339
40 C -0.445
41 C -0.089
42 C -0.049
43 H 0.083
44 H 0.048
45 H 0.083
46 H 0.105
47 H 0.080
48 H 0.063
49 H 0.080
50 H 0.137
51 H 0.046
52 H 0.039
53 H 0.084
54 H 0.071
55 H 0.078
56 H 0.081